Here is a cluster of 3 separate species, C26H41N4O9S3 in total from OMol25. Energies are from the ωB97M-V functional and the def2-TZVPD basis.

Summary:
- Net charge: +1
- Highest occupied orbital energy: -0.408 Ha
- Electronic energy: -3105.32905 hartree

Structure (XYZ):
```
83
C26H41N4O9S3 | OMol25 | the ωB97M-V functional and the def2-TZVPD basis
O 1.10897 -0.93131 3.36897
N 0.42824 -1.38218 2.26903
C 1.25624 -2.00540 1.27900
C 0.54894 -2.51329 -0.03479
C 1.39425 -3.22693 -1.19026
O 2.72005 -3.45120 -0.65977
C 3.74750 -3.09309 -1.59247
C 3.83831 -1.61210 -2.09652
C 4.95070 -1.17885 -3.08330
C 5.95628 -2.26880 -3.55810
C 5.87481 -3.73373 -3.03353
C 4.76875 -4.20335 -2.03608
C -1.01023 -2.27093 -0.11805
C -1.87124 -2.67801 -1.39352
C -3.30426 -1.96203 -1.41042
C -3.22320 -0.36589 -1.42124
C -2.42498 0.26325 -2.66730
C -1.15308 1.17396 -2.20132
C 0.23364 0.34121 -2.37398
C 1.27836 1.19750 -3.23915
S 2.48676 2.19619 -2.24992
C 2.17347 2.04976 -0.44874
N 1.01593 1.73156 0.32942
N 1.46439 1.83459 1.63555
C 2.86372 2.19739 1.66206
O 3.33630 2.35262 0.32638
C -1.61664 -1.58527 1.17618
N -0.87401 -1.17599 2.30120
H 1.53739 -0.09632 3.02760
H 2.39297 -2.10688 1.42047
H 1.35981 -2.69036 -2.19716
H 0.93542 -4.27630 -1.37325
H 3.05112 -0.89586 -1.67003
H 4.97058 -0.09438 -3.43174
H 6.76735 -1.99086 -4.30905
H 6.63328 -4.50533 -3.38456
H 4.72566 -5.27918 -1.64408
H -1.95601 -3.82173 -1.55109
H -1.29511 -2.29484 -2.31986
H -3.89792 -2.35484 -0.49825
H -3.85020 -2.27791 -2.38048
H -2.79503 0.10161 -0.47126
H -4.31390 0.01613 -1.49645
H -3.13427 0.97344 -3.21536
H -2.13560 -0.55764 -3.40653
H -1.31019 1.48838 -1.09987
H -1.12155 2.16912 -2.78902
H 0.64655 -0.08300 -1.39909
H -0.04850 -0.57676 -3.02455
H 1.87203 0.45077 -3.89065
H 0.68926 1.85813 -3.96082
H 3.46801 2.32704 2.63080
H -2.75396 -1.41531 1.13806
O 2.03467 5.29017 -1.56046
S 1.41662 6.08526 -0.52734
O 0.19974 6.81618 -0.75958
O 2.52031 7.09316 0.08975
C 3.24361 7.94198 -0.80215
C 2.41332 9.13703 -1.23064
C 1.20385 5.08612 0.91566
H 3.60319 7.37872 -1.66816
H 4.12415 8.29390 -0.25878
H 1.57570 8.82760 -1.85979
H 3.02081 9.84391 -1.80002
H 1.99285 9.64824 -0.36126
H 2.13923 4.57335 1.13046
H 0.41645 4.36163 0.70929
H 0.91125 5.72653 1.74775
O -4.48107 -5.71268 4.79839
S -5.38919 -4.80901 4.14190
O -5.21256 -4.42098 2.76575
O -5.54180 -3.47283 5.04150
C -4.35955 -2.77394 5.42439
C -3.81970 -1.93269 4.28417
C -7.04125 -5.40758 4.35270
H -3.60108 -3.46784 5.79807
H -4.63348 -2.11907 6.25519
H -3.44620 -2.56417 3.47420
H -2.99740 -1.30030 4.62670
H -4.60526 -1.29910 3.86431
H -7.19817 -5.64892 5.40320
H -7.15457 -6.30231 3.74035
H -7.73967 -4.63917 4.02137
```

=====

Here is a structure of composition C32H64O17 from OMol25. Energies are from the ωB97M-V functional and the def2-TZVPD basis.

Summary:
- Energy above the lowest of the compared OMol25 structures with the same formula, charge and spin: 1399.3 kcal per mole
- Highest occupied orbital energy: -0.280 Ha
- Electronic energy: -2534.46665 hartree

Structure (XYZ):
```
113
C32H64O17 | OMol25 | the ωB97M-V functional and the def2-TZVPD basis
C 0.55926 -2.46421 -0.52547
O 1.10412 -2.77920 -1.86949
C 2.37771 -2.44185 -2.10180
O 3.15318 -1.99382 -1.28037
O 2.69217 -2.75207 -3.38940
C 4.02299 -2.39595 -3.77273
H -0.04848 -1.55937 -0.52080
H 1.31384 -2.52791 0.25854
H -0.14314 -3.26556 -0.29622
H 4.11119 -2.56288 -4.84625
H 4.78567 -2.97378 -3.25068
H 4.11381 -1.31916 -3.62994
C -4.33270 -2.21626 -0.75197
O -3.68899 -1.37329 0.24840
C -4.42734 -0.82275 1.26263
O -5.62718 -0.98935 1.40571
O -3.63412 -0.11925 2.10639
C -2.22124 0.09952 1.79276
H -4.46125 -3.22477 -0.35891
H -3.70209 -2.10079 -1.63350
H -5.34372 -1.91095 -1.02164
H -2.03380 0.44901 0.77746
H -1.79656 -0.87490 2.03410
H -1.86711 0.87286 2.47440
C -0.07072 3.14131 4.07402
O -0.15611 1.75700 3.87805
C -1.24433 1.20317 3.29354
O -2.31768 1.83307 3.11171
O -1.08777 -0.14415 3.21873
C 0.01574 -0.83885 3.83344
H 0.88395 3.24872 4.58896
H -0.90240 3.53038 4.66143
H -0.12547 3.68146 3.12885
H -0.16646 -0.91996 4.90504
H 0.94420 -0.31903 3.59708
H 0.09927 -1.83530 3.39961
C 2.10319 3.23450 0.26236
O 0.67436 2.95447 0.18003
C -0.15716 3.41143 1.13315
O 0.09599 3.99546 2.16835
O -1.41827 3.21178 0.75521
C -2.42469 3.56057 1.66997
H 2.46942 4.24907 0.10541
H 2.56154 2.67854 -0.55552
H 2.45871 2.78891 1.19142
H -2.34029 2.99794 2.59972
H -3.43639 3.38504 1.30424
H -2.54574 4.63342 1.81975
C -3.33835 1.07319 -0.92166
C -3.58415 1.17033 -2.41312
C -3.46425 2.67707 -2.72213
O -2.79046 3.18637 -1.53253
C -2.33977 2.17852 -0.64370
H -3.02070 0.09131 -0.57078
H -4.25406 1.32435 -0.38640
H -4.59834 0.83448 -2.62930
H -2.95380 0.51392 -3.01302
H -4.48198 3.06670 -2.74476
H -2.81195 2.91720 -3.56174
H -2.38378 2.45935 0.40858
H -1.29626 1.91830 -0.82111
C 0.85038 0.80705 0.79188
C 1.21117 -0.69047 0.84923
C -0.22695 -1.25636 1.09288
O -1.04288 -0.39670 0.35909
C -0.52182 0.89560 0.17624
H 1.60665 1.34597 0.22116
H 0.75949 1.25811 1.78000
H 1.81524 -1.01263 1.69742
H 1.69274 -1.05254 -0.05912
H -0.53469 -1.25622 2.13854
H -0.29550 -2.29316 0.76358
H -1.24613 1.52925 0.68806
H -0.43441 1.26196 -0.84662
C 4.22873 0.33682 1.26507
C 4.98383 1.26907 0.35906
C 3.90340 2.28276 0.34658
O 2.64292 1.59311 0.20366
C 2.96535 0.22620 0.48936
H 4.09033 0.70854 2.28033
H 4.70114 -0.62956 1.44119
H 5.07008 0.84778 -0.64253
H 5.97214 1.62260 0.65294
H 4.08382 2.96788 -0.48177
H 3.80258 2.79166 1.30520
H 3.15034 -0.32345 -0.43355
H 2.14096 -0.32671 0.93966
C 3.19976 0.26629 -2.09467
C 1.71938 -0.15515 -2.08744
C 1.06626 0.98624 -2.82497
O 2.03968 1.30182 -3.78721
C 3.29072 0.67969 -3.52623
H 3.79295 -0.63791 -1.95816
H 3.34268 0.98918 -1.29149
H 1.32592 -0.28639 -1.07944
H 1.43304 -0.99554 -2.71979
H 1.06920 1.91441 -2.25349
H 0.12040 0.80184 -3.33433
H 4.18779 1.23699 -3.79600
H 3.39623 -0.18887 -4.17628
C -1.91225 -4.92827 -1.10552
C -1.83526 -3.42819 -0.68651
C -2.04475 -3.43816 0.78472
O -1.73315 -4.72084 1.20476
C -1.31614 -5.54840 0.17399
H -1.34149 -5.04404 -2.02690
H -2.94323 -5.27347 -1.18306
H -2.51844 -2.77540 -1.22985
H -0.86538 -3.00888 -0.95413
H -3.08873 -3.19076 0.97707
H -1.53534 -2.62033 1.29438
H -1.48467 -6.61581 0.31657
H -0.23502 -5.42975 0.10183
```

=====

Here is a cluster of 15 separate species, C23H47Cl28NO5S in total from OMol25. Energies are from the ωB97M-V functional and the def2-TZVPD basis.

Summary:
- Highest occupied orbital energy: -0.327 Ha
- Electronic energy: -14618.75811 hartree

Structure (XYZ):
```
105
C23H47Cl28NO5S | OMol25 | the ωB97M-V functional and the def2-TZVPD basis
C -2.38274 2.29537 0.71557
C -1.25760 1.25572 1.36833
C -0.34385 2.20682 2.39849
N 1.00510 1.62959 2.57571
C 2.17570 2.53522 2.30842
C 3.03232 2.03431 1.04209
C 3.32067 2.97088 -0.21921
C 2.62896 4.42088 -0.35939
C 0.99814 4.44074 -0.55798
O 0.47798 3.38906 -1.44347
C 3.16446 2.04477 3.58035
O 2.63846 2.67805 4.83021
S 1.81419 4.14058 4.39082
O 2.49734 5.49063 4.82587
O 0.36177 4.14481 4.96184
O 1.99604 3.94438 2.68175
H -1.74784 3.11974 0.14397
H -2.89793 2.85713 1.61916
H -3.14085 1.72980 0.02551
H -1.77906 0.36340 1.93248
H -0.52395 0.82367 0.56472
H -0.44230 3.31435 2.05848
H -0.91422 2.12361 3.44410
H 1.13611 0.64958 2.26542
H 4.08983 1.64160 1.43917
H 2.51408 1.03702 0.63371
H 3.05374 2.35679 -1.20973
H 4.50111 3.13569 -0.30165
H 3.07943 4.94123 -1.33563
H 2.91605 5.17252 0.52316
H 0.75513 5.47733 -1.09856
H 0.48995 4.50712 0.49356
H 0.51806 2.48468 -1.00386
H 2.91265 0.91105 3.72468
H 4.29895 2.34692 3.49997
C -5.98067 2.60390 2.12670
Cl -5.96063 2.24340 0.39621
Cl -4.73682 1.68436 2.98249
H -5.79576 3.67126 2.26991
H -6.96026 2.34134 2.53347
C -1.38185 -2.20909 -0.01900
Cl -2.89263 -1.37844 0.37159
Cl -0.02895 -1.53236 0.89575
H -1.48409 -3.26848 0.22839
H -1.18036 -2.09744 -1.08715
C 1.20503 -3.89465 4.00244
Cl 2.44952 -4.60175 5.03985
Cl 1.61458 -2.23289 3.55983
H 1.11747 -4.49380 3.09288
H 0.25260 -3.89573 4.53805
C 1.06506 3.47611 -4.86831
Cl 0.17299 2.99024 -6.31508
Cl 2.55482 2.54026 -4.69534
H 1.31788 4.53633 -4.94556
H 0.43643 3.30976 -3.99016
C 0.06820 0.86505 6.17216
Cl -1.23270 0.03044 5.31421
Cl 0.10711 0.39919 7.87703
H 1.02351 0.60438 5.71023
H -0.09368 1.94339 6.10161
C 0.83088 -6.73471 0.72358
Cl 0.62838 -5.14075 -0.01348
Cl 0.15204 -6.77187 2.35542
H 0.31916 -7.47875 0.10836
H 1.89676 -6.96950 0.77623
C -4.56814 1.51544 6.60986
Cl -5.84581 2.73137 6.49134
Cl -4.68802 0.61232 8.12482
H -4.66054 0.81951 5.77255
H -3.59702 2.01470 6.56920
C 5.42839 5.35115 -5.34162
Cl 5.22589 6.94512 -6.07869
Cl 4.74955 5.31400 -3.70979
H 4.91667 4.60711 -5.95685
H 6.49427 5.11637 -5.28898
C -3.32013 3.59512 -4.21771
Cl -2.07564 2.88802 -3.18030
Cl -2.91057 5.25688 -4.66032
H -3.40769 2.99597 -5.12727
H -4.27256 3.59404 -3.68210
C 1.12730 -3.92746 -3.59914
Cl 2.34893 -3.19899 -4.64888
Cl 0.67633 -2.82840 -2.29003
H 0.23917 -4.15695 -4.19285
H 1.53093 -4.84704 -3.16849
C 2.51434 -8.16534 -3.43609
Cl 2.31184 -6.57138 -4.17315
Cl 1.83550 -8.20250 -1.80425
H 2.00262 -8.90938 -4.05131
H 3.58022 -8.40013 -3.38344
C -4.54779 5.33399 -1.21802
Cl -5.84868 4.49938 -2.07598
Cl -4.50887 4.86814 0.48684
H -3.59247 5.07333 -1.67996
H -4.70966 6.41233 -1.28858
C 1.32423 -11.80805 -2.31204
Cl 3.01855 -11.98750 -1.84079
Cl 1.18112 -11.38361 -4.02214
H 0.80382 -12.75241 -2.13510
H 0.86933 -11.01770 -1.71004
C -2.13387 -6.17923 -5.15239
Cl -0.88938 -6.88633 -4.11498
Cl -1.72432 -4.51747 -5.59500
H -2.22143 -6.77838 -6.06195
H -3.08630 -6.18031 -4.61678
```

=====

Here is an isolated molecule of C5H8N2O from OMol25. Energies are from the ωB97M-V functional and the def2-TZVPD basis.

Summary:
- Energy above the lowest of the compared OMol25 structures with the same formula, charge and spin: 70.1 kcal per mole
- Highest occupied orbital energy: -0.293 Ha
- SMILES: C/N=C(/C)C(N)=C=O
- Electronic energy: -379.97649 hartree

Structure (XYZ):
```
16
C5H8N2O | OMol25 | the ωB97M-V functional and the def2-TZVPD basis
C 1.30927 -1.33396 -1.24241
C -0.84609 1.62676 -0.90142
C -0.29099 0.00559 0.98316
C -0.28656 0.33821 -0.39605
N -0.59167 0.84608 2.07423
N 0.04335 -0.64705 -1.19853
C -0.19761 -1.36354 0.99662
O -0.25807 -2.46867 1.36324
H 0.20504 1.35880 2.43047
H -1.09695 0.39198 2.82305
H 1.94250 -1.14075 -0.36203
H 1.86033 -1.05315 -2.14626
H 1.13390 -2.41179 -1.29183
H -1.38849 1.44311 -1.82861
H -1.51123 2.09376 -0.17594
H -0.02674 2.31462 -1.12767
```